{
  "formula": "C33H39CaFN4P2",
  "method": "ωB97M-V/def2-TZVPD",
  "total_energy_ha": -2959.738929,
  "multiplicity": 1,
  "lumo_energy_ev": -1.3,
  "homo_ev": -5.69,
  "species": ["Ca", "C", "C", "C", "C", "C", "C", "C", "C", "C", "H", "H", "H", "H", "H", "H", "H", "H", "H", "H", "H", "H", "H", "H", "H", "P", "P", "N", "N", "N", "N", "C", "C", "C", "C", "C", "C", "C", "C", "C", "C", "C", "C", "C", "C", "C", "C", "C", "C", "H", "H", "H", "H", "H", "H", "H", "H", "H", "H", "H", "H", "H", "H", "H", "H", "H", "H", "H", "H", "F", "C", "C", "C", "C", "C", "C", "H", "H", "H", "H"],
  "positions_angstrom": [[-0.03914, -2.10771, -2.93210], [-1.00256, 3.12846, -0.54875], [-1.63878, 2.39946, -1.47381], [-1.05889, 1.97137, -2.79995], [0.09707, 0.92847, -2.77680], [1.49316, 1.54597, -2.58755], [1.76431, 2.78214, -2.15404], [0.91755, 4.01932, -2.06338], [0.05933, 4.14224, -0.79622], [1.04923, -2.98435, -0.95763], [-1.25159, 2.99305, 0.52335], [-2.62489, 1.94289, -1.29256], [-0.74313, 2.83952, -3.38457], [-1.93769, 1.55159, -3.33192], [-0.13697, 0.35832, -1.84974], [-0.00810, 0.35076, -3.75094], [2.32197, 0.85040, -2.86394], [2.80217, 2.97272, -1.83912], [0.36843, 4.21765, -2.98981], [1.64889, 4.83794, -1.98283], [0.70301, 4.09003, 0.09531], [-0.35729, 5.16327, -0.79455], [0.28477, -2.75589, -0.16333], [1.95115, -2.47231, -0.55741], [1.21824, -4.06001, -0.77130], [1.26265, -1.25904, -6.92390], [-2.07819, -0.78615, -6.97399], [2.55582, -0.11957, -7.09157], [2.16457, -2.51282, -8.05925], [-2.15780, 1.09889, -7.25811], [-3.62712, -1.24064, -7.70683], [0.26906, -0.52304, -8.28978], [-1.12647, -1.11341, -8.51569], [3.56596, 0.24625, -6.18631], [4.54788, 0.95078, -6.87558], [4.11271, 1.06721, -8.23341], [2.90259, 0.42376, -8.33189], [2.41579, -3.84418, -7.72796], [2.81752, -4.53981, -8.87527], [2.75428, -3.60482, -9.96325], [2.45449, -2.36375, -9.41027], [-2.01487, 2.12939, -6.32101], [-1.92120, 3.36188, -6.98083], [-2.05297, 3.08934, -8.37552], [-2.16377, 1.71445, -8.50667], [-4.35936, -0.54202, -8.67495], [-5.47310, -1.28493, -9.03041], [-5.38938, -2.53844, -8.33136], [-4.22252, -2.51252, -7.57557], [0.74378, -0.62247, -9.26584], [0.17195, 0.55841, -8.09991], [-1.58405, -0.65256, -9.40673], [-1.14704, -2.19071, -8.75433], [3.45480, 0.03426, -5.13254], [5.48312, 1.32863, -6.48454], [4.58446, 1.54850, -9.07856], [2.22239, 0.40692, -9.16352], [2.27293, -4.18475, -6.70761], [3.11515, -5.58204, -8.92844], [2.86474, -3.80574, -11.01996], [2.42299, -1.38433, -9.86245], [-2.03779, 1.91615, -5.26286], [-1.77942, 4.33673, -6.53126], [-2.07233, 3.78178, -9.20458], [-2.26596, 1.13426, -9.40503], [-4.03723, 0.42733, -9.00445], [-6.25601, -0.93380, -9.68580], [-6.11897, -3.33570, -8.37651], [-3.75293, -3.25759, -6.94522], [-1.75183, 1.13277, 3.41851], [-1.42160, 0.48658, 2.25164], [-0.27358, 0.88924, 1.58361], [0.12970, 0.16213, 0.43193], [-0.71277, -0.81370, -0.03681], [-1.67078, -1.38370, 0.76076], [-2.14775, -0.62997, 1.86112], [0.31694, 1.74687, 1.90294], [1.11578, 0.34239, -0.01245], [-2.00624, -2.41708, 0.62320], [-3.03220, -0.92934, 2.40175]],
  "atomic_forces_ev_per_a": [[0.139, 0.573, 2.512], [-0.973, -0.154, 0.028], [0.248, -0.416, 0.437], [-0.950, 0.654, -1.169], [-0.230, 1.242, 0.148], [-0.544, -0.626, -0.680], [0.840, -0.556, -0.243], [0.387, 0.550, 0.487], [0.745, -0.245, 0.315], [-0.108, -0.851, 0.622], [-0.573, 0.581, -0.876], [0.817, -0.179, 0.633], [-0.163, -0.349, -0.162], [0.644, -0.046, 0.054], [0.305, -0.600, -0.706], [0.390, 0.264, 0.765], [-0.475, 0.568, 0.871], [-0.305, -0.217, -0.477], [0.017, -0.080, 0.376], [-0.251, -0.067, -0.172], [0.232, 0.241, -0.303], [-0.193, -0.375, 0.137], [0.493, 0.000, -1.136], [-0.257, -0.112, -0.463], [0.394, -0.019, -0.395], [2.793, -0.938, -2.892], [-1.682, 2.334, -2.167], [0.190, 1.192, 0.182], [-0.711, -0.132, 1.098], [0.137, -0.947, 0.115], [-0.399, -0.528, -0.334], [-0.817, -0.033, -0.723], [0.328, 0.009, 0.472], [0.404, 0.251, -0.852], [-0.840, -0.598, 0.292], [-0.854, -0.598, 0.150], [0.736, 0.703, 0.467], [0.048, -0.172, -0.913], [-0.720, 0.921, 0.681], [0.076, 0.726, 1.128], [-0.644, -0.823, -0.158], [0.103, 0.514, -0.503], [-0.285, -1.412, 0.275], [0.116, -1.233, 0.328], [0.059, 0.575, 0.119], [-0.619, -0.684, 0.485], [1.116, 0.047, 0.696], [0.917, 0.510, 0.215], [-0.645, 0.917, -0.076], [0.280, -0.059, 0.452], [0.032, -0.311, 0.124], [0.040, -0.083, 0.585], [0.242, 0.208, 0.449], [0.164, -0.179, -0.136], [-0.272, -0.015, 0.154], [0.125, 0.061, 0.275], [0.370, 0.038, 0.126], [0.100, 0.022, -0.246], [-0.196, 0.257, 0.067], [0.378, 0.066, 0.178], [-0.028, -0.474, -0.179], [0.138, 0.014, -0.175], [-0.125, -0.265, 0.077], [0.075, -0.001, 0.153], [0.075, 0.158, -0.053], [-0.295, 0.033, 0.157], [0.085, -0.165, -0.015], [0.266, -0.005, 0.006], [-0.266, 0.101, 0.005], [-0.225, -0.002, -0.524], [0.415, 0.134, -0.038], [0.708, -0.506, -0.338], [-0.866, 1.094, 1.491], [1.005, -1.758, -2.735], [-1.043, 1.306, 1.382], [0.477, -0.653, -0.178], [-0.111, -0.254, 0.390], [-0.532, 0.458, -0.172], [-0.496, 0.504, -0.347], [0.042, -0.104, 0.380]],
  "mulliken_charge": [1.10, -0.85, -0.57, -0.99, 3.47, -0.63, -0.30, -1.04, -0.49, -1.21, 0.62, 0.36, 0.54, 0.26, -1.63, -0.86, 0.24, 0.36, 0.39, 0.41, 0.25, 0.36, 0.12, 0.24, 0.36, 0.20, -0.15, 0.42, 0.29, 0.35, 0.36, -0.70, -1.18, -0.53, -0.65, -0.88, -0.06, -0.43, -0.59, -0.77, -0.05, -0.45, -0.38, -1.17, -0.10, -0.09, -0.64, -0.54, -0.45, 0.02, 0.82, 0.38, 0.63, 0.35, 0.42, 0.44, 0.50, 0.37, 0.39, 0.42, 0.27, 0.24, 0.46, 0.45, 0.46, 0.39, 0.44, 0.41, 0.34, -0.36, 0.82, -0.88, -0.10, -0.30, -0.58, -0.74, 0.40, 0.42, 0.35, 0.45]
}

{
  "formula": "C36H72Br6O14",
  "method": "ωB97M-V/def2-TZVPD",
  "total_energy_ha": -17912.354215,
  "multiplicity": 1,
  "smiles": "CCOC(C)=O.CCOC(C)=O.CCOC(C)=O.CCOC(C)=O.CCOC(C)=O.CCOC(C)=O.CC(C)=O.CC(C)=O.BrCCBr.BrCCBr.BrCCBr",
  "lumo_energy_ev": 0.4,
  "homo_ev": -9.28,
  "species": ["C", "C", "O", "C", "H", "H", "H", "H", "H", "H", "C", "C", "O", "C", "H", "H", "H", "H", "H", "H", "O", "C", "O", "C", "C", "C", "H", "H", "H", "H", "H", "H", "H", "H", "O", "C", "O", "C", "C", "C", "H", "H", "H", "H", "H", "H", "H", "H", "O", "C", "O", "C", "C", "C", "H", "H", "H", "H", "H", "H", "H", "H", "O", "C", "O", "C", "C", "C", "H", "H", "H", "H", "H", "H", "H", "H", "O", "C", "O", "C", "C", "C", "H", "H", "H", "H", "H", "H", "H", "H", "O", "C", "O", "C", "C", "C", "H", "H", "H", "H", "H", "H", "H", "H", "Br", "C", "C", "Br", "H", "H", "H", "H", "Br", "C", "C", "Br", "H", "H", "H", "H", "Br", "C", "C", "Br", "H", "H", "H", "H"],
  "positions_angstrom": [[0.43109, -5.82839, 1.19490], [1.00090, -4.83292, 0.16540], [0.81138, -3.64682, 0.26501], [1.74586, -5.37536, -0.99661], [-0.16431, -5.34625, 1.97023], [1.25213, -6.26126, 1.76640], [-0.05799, -6.68222, 0.72598], [2.51775, -6.08428, -0.69706], [2.24117, -4.60944, -1.59337], [1.03093, -5.76006, -1.72392], [1.31061, 6.46606, 0.96894], [1.58727, 5.06256, 1.47659], [2.55531, 4.76859, 2.15210], [0.48103, 4.07246, 1.15156], [1.05595, 7.14686, 1.78120], [0.48935, 6.59402, 0.26379], [2.21251, 6.84268, 0.48640], [0.68472, 3.07973, 1.55293], [0.37581, 3.95023, 0.07356], [-0.43540, 4.26964, 1.70777], [2.88478, -0.91172, 0.87764], [3.35868, -0.71092, -0.25680], [3.91770, 0.46612, -0.68290], [3.94267, 1.55290, 0.27077], [5.16518, 2.36709, 0.10325], [3.32650, -1.78507, -1.33675], [3.75333, 1.30179, 1.31442], [3.05912, 2.11001, -0.04078], [5.50555, 2.49538, -0.92427], [6.00152, 1.96740, 0.67673], [4.95919, 3.39534, 0.40049], [3.81393, -1.39798, -2.23155], [2.29242, -2.03277, -1.57642], [3.92621, -2.65902, -1.08245], [3.50479, 1.66636, 8.00735], [2.32290, 1.78937, 7.72424], [1.70574, 1.30987, 6.61914], [2.38096, 0.58457, 5.61376], [1.32013, 0.15670, 4.61678], [1.27576, 2.33251, 8.71067], [3.01609, -0.23419, 5.95189], [3.05870, 1.34236, 5.22068], [0.89884, 0.97526, 4.03320], [0.47982, -0.32440, 5.11731], [1.59440, -0.59820, 3.87990], [0.75155, 3.19394, 8.29685], [1.76967, 2.65360, 9.62776], [0.52814, 1.54379, 8.79484], [-0.92711, -4.05966, -5.40767], [0.03112, -3.72272, -4.74932], [1.22871, -3.69750, -5.13652], [1.66361, -4.38697, -6.31384], [1.64128, -3.51614, -7.60867], [-0.15868, -3.17532, -3.36722], [1.00872, -5.22852, -6.53969], [2.68181, -4.69699, -6.07877], [2.19523, -3.92163, -8.45533], [2.13281, -2.58436, -7.32888], [0.62527, -3.18805, -7.82817], [0.39603, -3.87898, -2.74652], [-1.21647, -3.22927, -3.10978], [0.17131, -2.15210, -3.18770], [-3.24715, 2.70431, 2.91991], [-4.26240, 2.93963, 2.28553], [-5.20858, 3.84126, 2.59861], [-5.31871, 4.47959, 3.84047], [-6.13237, 5.76738, 3.75426], [-4.66656, 2.13441, 1.12742], [-4.33222, 4.70096, 4.24783], [-5.80151, 3.73837, 4.47734], [-5.69209, 6.49649, 3.07407], [-6.22311, 6.27638, 4.71384], [-7.10285, 5.49792, 3.33754], [-3.81715, 1.52609, 0.81668], [-4.88751, 2.81791, 0.30761], [-5.59136, 1.58019, 1.28770], [-0.34504, -0.58581, -5.45872], [-1.36765, -0.12608, -5.99976], [-2.56941, 0.04491, -5.38207], [-2.79631, -0.12266, -3.97892], [-4.33624, -0.23162, -3.72758], [-1.37373, 0.23410, -7.46431], [-2.44384, 0.75840, -3.44265], [-2.26643, -0.93977, -3.48935], [-4.88028, 0.60289, -4.16997], [-4.47746, -0.08257, -2.65709], [-4.76731, -1.18305, -4.03912], [-1.14292, -0.68954, -7.99509], [-0.53925, 0.89714, -7.69261], [-2.32354, 0.63220, -7.82136], [2.68991, 4.30912, -1.55681], [3.15268, 3.80530, -2.57165], [2.68783, 2.67476, -3.11979], [1.59137, 1.98112, -2.46588], [1.28264, 0.78183, -3.36479], [4.33866, 4.32187, -3.29166], [0.76662, 2.69297, -2.49970], [1.70040, 1.70532, -1.41700], [1.55098, 0.92409, -4.41162], [0.22583, 0.52362, -3.29722], [1.86279, -0.09503, -3.07732], [4.69377, 5.29204, -2.94416], [4.09094, 4.41295, -4.34922], [5.19145, 3.64653, -3.22261], [-1.68225, 1.03576, -0.65986], [-0.99635, -0.72641, -0.13129], [-0.23171, -0.51247, 1.20000], [-1.56643, -0.19728, 2.65849], [-0.34724, -1.07942, -0.93263], [-1.71942, -1.54196, -0.14350], [0.34204, 0.41419, 1.18541], [0.46851, -1.27258, 1.54643], [-5.58420, -1.48288, 0.62998], [-4.48911, -2.68646, 1.65010], [-3.86570, -3.72756, 0.73614], [-2.87704, -4.98597, 1.76025], [-5.06226, -3.29606, 2.34866], [-3.77681, -2.11379, 2.24404], [-3.22800, -3.22694, 0.00757], [-4.63486, -4.17372, 0.10571], [-2.49952, -3.77224, 5.76582], [-0.89326, -3.51781, 4.60548], [0.43846, -4.04532, 5.22473], [2.01160, -3.42151, 4.19164], [-0.78489, -2.45941, 4.36855], [-1.05383, -4.05009, 3.66793], [0.53394, -5.12928, 5.28814], [0.47103, -3.65428, 6.24165]],
  "atomic_forces_ev_per_a": [[0.898, 0.198, 0.087], [-0.776, -0.150, 0.823], [-0.247, 0.487, 0.198], [0.665, -0.013, -0.880], [-0.184, 0.119, -0.565], [0.430, -0.080, -0.181], [-0.251, 0.200, -0.065], [-0.346, -0.406, -0.145], [0.069, 0.389, 0.492], [-0.052, -0.792, 0.246], [0.454, 0.537, -0.198], [-0.664, -0.341, 0.453], [-0.562, 0.408, -0.705], [0.531, -1.085, 0.571], [0.266, -0.153, 0.338], [0.009, -0.616, -0.078], [0.063, 0.069, 0.098], [0.671, -0.113, -0.051], [-0.408, 0.373, 0.023], [-0.301, 0.763, -0.534], [1.263, 0.945, -2.668], [-0.790, -0.393, 1.938], [-0.197, -2.043, 1.101], [-1.584, 0.577, -0.520], [0.994, 0.760, -0.173], [0.694, 0.968, -0.469], [0.242, -0.703, -0.220], [0.085, 0.504, 0.264], [-0.204, -0.445, -0.215], [0.029, 0.098, 0.028], [-0.012, -0.064, 0.483], [-0.193, 0.154, -0.118], [0.093, -0.223, 0.251], [-0.402, -0.042, 0.508], [-1.437, 0.167, -1.007], [0.627, -0.651, 0.982], [-0.637, 0.246, 1.632], [0.815, 0.729, -1.170], [-0.471, -0.296, -0.346], [0.489, 0.167, -1.045], [-0.343, -0.090, 0.535], [0.282, -0.353, -0.672], [0.111, 0.270, 0.294], [-0.057, 0.167, 0.370], [0.734, 0.136, 0.121], [0.059, 0.010, -0.178], [-0.180, -0.424, -0.021], [0.071, 0.069, 0.515], [0.095, -0.722, -0.482], [-4.269, 1.473, 0.573], [4.014, -0.097, -0.935], [-0.230, -0.063, -1.824], [0.178, 1.022, 1.802], [-0.120, -0.532, 0.615], [0.091, -0.223, 0.603], [-0.167, -0.114, -0.082], [-0.340, -0.341, 0.155], [0.282, 0.165, -0.164], [-0.046, -0.517, -0.323], [-0.015, 0.357, 0.507], [0.085, -0.110, -0.078], [0.354, -0.125, -0.378], [-1.116, 1.017, -0.269], [0.914, -0.738, 1.856], [-0.338, 0.202, -1.501], [0.692, 0.391, 1.305], [-0.040, -0.485, -0.753], [0.086, 0.209, -1.447], [0.127, -0.182, 0.007], [-0.060, 0.239, 0.419], [0.217, -0.153, -0.100], [-0.119, -0.369, 0.090], [-0.227, 0.295, 0.231], [-0.450, -0.217, 0.228], [-0.086, 0.069, -0.181], [0.229, -0.116, 0.264], [-2.674, 1.084, -0.892], [1.670, -1.131, 1.694], [0.769, -0.106, -0.952], [-1.078, 0.339, 0.734], [1.129, 0.347, 0.090], [-0.170, -0.266, 0.083], [0.072, 0.220, -0.303], [0.108, -0.389, -0.650], [0.151, -0.103, -0.378], [-0.007, -0.358, 0.166], [0.105, 0.087, -0.029], [-0.140, -0.069, -0.062], [-0.146, 0.148, 0.207], [0.152, 0.024, 0.141], [0.184, -0.563, -1.034], [-0.558, 0.084, 1.870], [0.527, -0.166, 0.690], [-0.918, 0.354, -1.471], [0.233, -0.216, 0.509], [0.653, 0.493, -0.847], [-0.207, -0.062, 0.107], [0.702, 0.161, -0.153], [-0.271, 0.449, 0.094], [0.073, 0.002, -0.050], [0.012, -0.048, 0.227], [-0.428, -0.088, 0.237], [0.082, -0.056, -0.084], [-0.198, -0.272, 0.036], [-0.023, -0.682, -0.193], [1.264, -0.224, 0.469], [-0.703, 0.278, 0.088], [0.454, -0.283, -0.564], [0.556, 0.541, 0.052], [-0.627, 0.625, 0.600], [-0.173, -0.036, -0.195], [-0.478, -0.423, -0.381], [-0.102, 0.022, -0.006], [0.237, -1.201, 0.697], [-0.251, 1.602, -1.165], [-0.075, -0.388, -0.008], [-0.594, 0.611, 0.085], [0.086, 0.034, -0.376], [0.460, -0.196, 0.197], [-0.013, -0.513, 0.473], [1.105, 0.078, -0.635], [1.131, -0.631, -0.309], [-0.994, 0.485, 0.454], [-0.794, -0.287, 0.366], [-0.297, -0.055, 0.290], [-0.426, 0.132, 0.188], [-0.232, 0.150, -0.253], [0.575, 0.092, -0.120]],
  "mulliken_charge": [-0.91, 0.92, -0.06, -1.48, -0.30, 0.37, 0.40, 0.44, 0.17, 0.38, -1.25, 0.91, -0.60, -0.69, 0.43, 0.31, 0.28, -0.13, 0.18, 0.59, -0.55, 0.62, -0.32, 1.02, -1.63, -0.57, 0.34, -0.57, 0.30, 0.45, 0.31, 0.43, -0.23, 0.48, -0.57, 0.60, -0.21, -0.57, -0.31, -0.99, 0.34, 0.27, 0.17, 0.25, 0.08, 0.30, 0.31, 0.28, -0.67, 0.54, -0.24, -0.34, -1.06, 1.00, 0.34, 0.33, 0.40, 0.26, 0.24, -0.70, 0.17, -0.39, -0.52, 0.55, -0.31, -0.20, -1.17, -0.34, 0.27, 0.28, 0.30, 0.38, 0.30, -0.24, 0.35, 0.30, -0.55, 0.80, -0.37, 0.62, -1.25, -1.03, 0.04, -0.06, 0.35, 0.24, 0.36, 0.24, 0.30, 0.33, -0.50, 0.84, -0.36, 0.67, -0.18, -1.26, 0.41, -0.54, 0.38, -0.43, -0.09, 0.33, 0.36, 0.30, -0.16, 0.90, -0.19, -0.19, -0.42, -0.20, 0.03, 0.48, -0.17, -0.40, -0.27, -0.13, 0.50, 0.08, -0.06, 0.46, -0.16, 0.55, -0.58, -0.17, -0.07, -0.41, 0.41, 0.45]
}

ΔE to the lowest compared entry with this formula, charge and spin for every record listed, in sequence, given in kcal/mol: 4.2; 0.0.